No. 1
{"formula": "C24H44F2NO9P2S", "method": "ωB97M-V with the def2-TZVPD basis set", "max_force_ev_per_a": 2.4, "charge": 1, "total_energy_ha": -2953.3602, "lumo_energy_ev": -4.1278, "species": ["S", "P", "P", "F", "F", "O", "O", "O", "O", "O", "O", "O", "O", "O", "N", "C", "C", "C", "C", "C", "C", "C", "C", "C", "C", "C", "C", "C", "C", "C", "C", "C", "C", "C", "C", "C", "C", "C", "C", "H", "H", "H", "H", "H", "H", "H", "H", "H", "H", "H", "H", "H", "H", "H", "H", "H", "H", "H", "H", "H", "H", "H", "H", "H", "H", "H", "H", "H", "H", "H", "H", "H", "H", "H", "H", "H", "H", "H", "H", "H", "H", "H", "H"], "coordinates": [[-3.0420, 3.7564, 0.1033], [2.1085, 2.0024, 0.6086], [-2.9959, 2.2517, -1.1031], [-2.0968, -0.9376, 0.0272], [-3.0907, -1.2888, -2.1693], [3.1591, 0.8406, 0.3765], [3.2596, -3.1955, -0.9899], [2.5723, 3.2292, -0.2728], [1.9604, 2.3727, 1.9977], [-3.0398, 0.0441, -3.9138], [0.4982, -2.0534, 3.4862], [-2.8229, 2.7701, -2.6234], [3.4651, -5.0179, -2.1781], [-4.3176, 1.3560, -1.0743], [0.5972, 1.3849, 0.0277], [0.8364, -1.0036, -0.4277], [0.5976, -0.3024, 1.9177], [0.6422, 3.1473, -2.8588], [1.7194, 2.0786, -3.0724], [1.2299, 4.5315, -3.2214], [0.1736, -2.3861, -0.5907], [-3.5585, 0.6305, 1.7887], [0.1048, 0.0183, 0.4972], [-0.0300, -1.5395, 2.5438], [-1.5248, 1.1455, -0.9229], [-1.4062, 0.2218, 0.3532], [-3.9229, 2.0073, 3.9330], [-2.5711, -0.2742, -2.8647], [3.8068, -7.4084, -1.7978], [3.8496, -4.2335, -1.1663], [-1.7638, 1.8831, 5.2310], [4.1943, -6.1825, -2.5962], [-3.8875, 0.6049, 3.2970], [-1.3421, 0.3992, -2.2868], [-0.0243, 3.2445, -1.4610], [-2.0448, 0.7619, 1.6312], [4.9371, -4.6961, -0.2285], [-0.2473, 1.9554, -0.7680], [-3.3000, 1.9705, 5.3379], [-3.6920, 2.8972, -3.0346], [-3.6324, 1.0430, 5.7921], [-1.6036, 0.3239, 2.5117], [5.4650, -3.8199, 0.1386], [1.8145, -1.1902, -0.0064], [-1.2574, 2.2439, 6.1170], [4.4754, -5.2070, 0.6154], [4.3262, -8.2872, -2.1782], [1.5232, 1.1177, -2.6023], [1.0477, 4.7515, -4.2650], [-3.9780, -0.2752, 1.3662], [-0.9752, 3.7276, -1.6207], [-4.9701, 2.2543, 4.0672], [1.6736, -0.3697, 1.9821], [0.5038, 3.9005, -0.7799], [2.7330, -7.5793, -1.8679], [-4.1117, 1.4726, 1.3990], [-3.4215, 2.7426, 3.3129], [0.9471, -3.1365, -0.6169], [-1.4676, 0.8491, 5.0760], [-0.9853, -1.9084, 2.1372], [-4.7653, 1.3210, -1.9346], [0.3102, 0.5228, 2.5665], [5.2672, -5.9920, -2.5718], [1.0512, -0.6207, -1.4165], [0.8559, 5.3134, -2.5727], [2.3074, 4.4944, -3.1060], [5.6712, -5.3524, -0.6875], [3.9250, -6.3203, -3.6411], [1.7791, 1.8781, -4.1375], [-4.8813, 0.1737, 3.3708], [-1.7970, 1.8232, 1.6952], [-3.2311, -0.0791, 3.8278], [-1.0653, 1.1326, -3.0269], [4.0511, -7.2964, -0.7414], [3.9782, 1.1405, 0.8097], [-0.5553, -0.3445, -2.2784], [-0.1208, 2.9534, -3.6035], [3.3683, 3.0067, -0.7800], [-0.5571, -2.6198, 0.1677], [-1.4413, 2.4393, 4.3540], [-3.6025, 2.8296, 5.9222], [-0.3561, -2.4467, -1.5359], [2.7110, 2.4037, -2.7935]], "forces_ev_per_angstrom": [[0.0940, -0.6301, -0.0623], [0.8315, 0.8693, 1.4919], [-0.3805, 2.1260, 1.1525], [0.7439, -0.1071, 0.3238], [0.2515, 0.2360, -0.2383], [-0.2051, 0.2965, -0.7612], [-0.0069, 0.1279, 0.0098], [0.0911, -0.6564, -0.4581], [-0.5652, 0.1407, 0.4457], [0.0367, -0.2798, 0.6394], [-0.0731, -0.2538, 0.1062], [-0.3613, -0.8403, 0.0520], [-0.0427, 0.1510, -0.2247], [0.4686, -0.1595, -0.6388], [-0.1070, -0.5173, -0.3086], [-0.4423, -0.8271, 0.0160], [-0.9964, 0.6551, 0.0760], [0.8254, 0.3545, -0.1443], [-0.3239, -0.1489, -0.2361], [0.1117, -0.5634, 0.1268], [-0.0657, 0.3051, -0.2423], [-0.1760, -0.3687, 1.0613], [1.7834, -0.9335, -0.1792], [0.4200, 0.1446, -0.0567], [0.8130, -0.3474, 0.0664], [-1.7616, -0.0928, -0.5139], [-0.0538, -0.8763, 1.0085], [-0.3942, 0.2331, -0.9364], [-0.0735, 0.0916, 0.1447], [-0.0131, -0.1468, 0.2241], [-0.5756, -0.0954, -0.1470], [0.0700, -0.2859, 0.0108], [-0.4325, 0.3353, -0.7238], [-0.3671, -0.4336, 0.1946], [0.1224, -0.0321, -0.1102], [-0.2191, 0.8749, -0.4362], [0.2980, 0.1456, -0.2263], [-0.6934, 0.6826, -0.2934], [0.8107, -0.2037, -0.8387], [0.2795, 0.2750, -0.2645], [-0.3665, 0.1014, 0.5276], [0.1315, -0.3547, -0.0163], [-0.1268, 0.0398, 0.0951], [0.1955, 0.1706, 0.2065], [0.1317, 0.0947, 0.1103], [-0.0131, -0.0236, 0.0009], [0.0052, 0.0009, -0.0227], [-0.0714, -0.1006, 0.1179], [-0.1615, 0.2599, -0.1318], [0.2677, -0.1623, -0.3698], [-0.2315, 0.0525, 0.0589], [-0.1677, 0.4601, -0.3271], [0.1768, -0.2155, -0.0921], [0.3203, 0.1041, -0.1050], [0.0029, -0.0231, -0.0645], [0.0360, 0.1558, -0.4045], [-0.0292, 0.2542, -0.1459], [0.1756, -0.2046, 0.0456], [0.1737, -0.1826, 0.0118], [-0.0880, -0.0179, 0.0496], [-0.1126, -0.3506, 0.1928], [0.1748, 0.0604, 0.2508], [-0.0050, 0.0375, 0.0660], [-0.0161, 0.3361, -0.1356], [-0.2162, 0.2637, -0.1342], [0.2287, 0.1567, 0.1421], [-0.0916, -0.1145, 0.0367], [-0.0706, 0.1038, -0.0044], [0.0579, -0.0575, -0.1991], [-0.1675, -0.1084, 0.2055], [0.1471, 0.1401, 0.1205], [0.2653, -0.0552, 0.0713], [-0.0297, 0.1479, -0.2381], [0.0761, -0.0201, -0.0119], [0.0471, -0.4880, 0.0978], [0.0200, -0.1561, 0.3197], [-0.4879, -0.1541, 0.1837], [-0.1674, 0.2544, -0.2267], [0.0244, -0.1300, 0.2546], [0.2941, 0.2864, 0.0394], [-0.1073, 0.0961, 0.1909], [-0.1896, -0.0221, -0.1423], [0.2437, 0.1197, 0.2669]]}

---

No. 2
{"formula": "C13H15N8S2V", "method": "ωB97M-V with the def2-TZVPD basis set", "multiplicity": 3, "s2": 2.047, "max_force_ev_per_a": 0.4, "charge": 2, "total_energy_ha": -2682.3660, "lumo_energy_ev": [-7.6783, -7.1538], "species": ["V", "S", "S", "N", "N", "N", "N", "N", "N", "N", "N", "C", "C", "C", "C", "C", "C", "C", "C", "C", "C", "C", "C", "C", "H", "H", "H", "H", "H", "H", "H", "H", "H", "H", "H", "H", "H", "H", "H"], "coordinates": [[-0.7401, 0.1728, -0.5092], [-2.5539, 0.6292, 0.8757], [0.5200, 1.8161, -1.3270], [0.4536, -0.6083, 1.0311], [1.3464, -2.4742, 1.8804], [1.7168, -1.3860, 2.5811], [-2.2176, 0.8894, -2.0874], [-3.4775, 1.2444, -1.5687], [-4.9005, 1.5835, 0.1829], [-0.6114, -4.6591, -1.3206], [-0.6493, -1.8969, -1.0688], [1.8656, 1.9781, -0.1636], [1.7530, 2.9009, 0.8721], [-0.0530, -4.0643, -0.2776], [0.5828, -1.9672, 0.9531], [-3.7200, 1.1953, -0.2541], [4.0310, 1.3222, 0.6320], [-0.0598, -2.6816, -0.1457], [-1.2004, -2.5071, -2.1221], [1.2034, -0.2720, 2.0693], [-1.1744, -3.8875, -2.2431], [3.9190, 2.2290, 1.6794], [3.0064, 1.1944, -0.2950], [2.7844, 3.0214, 1.7949], [-5.0953, 1.5530, 1.1725], [-1.6177, -4.3762, -3.1012], [-5.6359, 1.9154, -0.4245], [-2.3713, 0.2404, -2.8558], [4.7273, 2.3359, 2.3904], [-1.6558, -1.8952, -2.8875], [1.3927, 0.7269, 2.4327], [4.9275, 0.7260, 0.5231], [0.4166, -4.6842, 0.4765], [-1.7821, 1.7251, -2.4812], [-4.1403, 1.6715, -2.2024], [2.3338, -1.4860, 3.3752], [3.0973, 0.5018, -1.1224], [0.8730, 3.5269, 0.9411], [2.7059, 3.7462, 2.5945]], "forces_ev_per_angstrom": [[-0.0433, 0.1795, -0.3052], [-0.0117, 0.0692, 0.1482], [0.0604, -0.2300, 0.1865], [-0.0575, 0.0629, -0.1889], [-0.0552, -0.0155, 0.0128], [0.0516, 0.0070, -0.0466], [0.0214, -0.0271, 0.0419], [-0.0119, 0.0411, -0.0286], [-0.0035, 0.0156, 0.0089], [-0.0130, -0.0088, -0.0154], [0.0796, -0.0064, 0.0828], [-0.1282, 0.0011, -0.0085], [-0.0140, 0.0047, -0.0301], [0.0129, 0.0196, -0.0077], [0.0503, 0.0211, 0.1069], [-0.0092, -0.0483, 0.0314], [0.0108, -0.0152, -0.0128], [0.0231, -0.0229, -0.0676], [0.0044, 0.0189, -0.0027], [-0.0141, -0.0366, 0.0896], [0.0183, -0.0365, 0.0174], [0.0200, -0.0164, 0.0022], [0.0169, -0.0299, -0.0461], [-0.0433, 0.0226, 0.0104], [-0.0035, 0.0045, 0.0014], [-0.0002, 0.0090, -0.0033], [0.0026, -0.0015, -0.0062], [0.0012, -0.0155, -0.0017], [0.0004, 0.0021, -0.0010], [-0.0087, 0.0071, 0.0027], [0.0004, -0.0102, 0.0176], [-0.0053, 0.0004, 0.0045], [-0.0009, -0.0003, -0.0062], [0.0167, 0.0028, -0.0005], [0.0088, -0.0029, -0.0201], [0.0084, 0.0069, -0.0025], [0.0101, 0.0041, 0.0075], [0.0035, 0.0196, 0.0354], [0.0016, 0.0040, -0.0064]]}